Formula: C3H9ClNPS
Source: the Open Molecules 2025 dataset
Level of theory: ωB97M-V with the def2-TZVPD basis set

F_max: 3.2 eV/Å
Orbital gap: 8.352 eV
Energy relative to the best compared isomer or geometry (same formula, charge and spin): 35.32 kcal per mole

Atoms and positions in Å:
Cl: 1.206 -0.012 -3.063
S: -1.082 -2.263 -2.344
P: 0.107 -0.902 -1.650
N: -0.694 0.412 -0.963
C: 1.884 -1.618 0.067
C: -1.910 0.159 -0.217
C: 0.083 1.514 -0.441
H: -2.366 -0.763 -0.574
H: 1.340 -2.347 0.637
H: 0.378 1.343 0.599
H: 2.130 -0.702 0.568
H: 0.979 1.655 -1.042
H: -0.518 2.424 -0.487
H: -2.601 0.988 -0.380
H: -1.716 0.067 0.856
H: 2.648 -2.012 -0.577

Force components x, y, z for each atom (eV/Å):
Cl 0.605 0.259 -0.440
S 0.536 0.222 0.317
P 0.642 -0.972 2.311
N 0.450 -0.594 -0.286
C -2.098 0.840 -2.299
C -0.303 -0.135 -0.019
C 0.180 0.124 -0.038
H -0.079 0.124 0.048
H -0.194 -0.174 0.156
H 0.009 0.015 0.066
H 0.052 0.279 0.164
H -0.033 0.107 0.069
H 0.051 0.004 0.009
H -0.028 -0.012 0.044
H 0.036 0.005 0.062
H 0.176 -0.093 -0.164


Formula: C3H9ClNPS
Source: the Open Molecules 2025 dataset
Level of theory: ωB97M-V with the def2-TZVPD basis set

F_max: 2.9 eV/Å
Orbital gap (spin up / spin down): 9.686 / 6.551 eV
Energy relative to the best compared isomer or geometry (same formula, charge and spin): 0.00 kcal per mole
Spin multiplicity: 3

Atoms and positions in Å:
Cl: 0.554 -1.667 1.462
S: -3.704 0.781 -0.997
P: -0.189 -0.626 -0.121
N: -0.728 0.632 0.961
C: -1.973 0.393 1.548
C: 1.387 0.229 -0.725
C: 2.178 -0.797 -1.488
H: -2.132 -0.166 2.531
H: -0.597 1.598 0.687
H: 1.560 -1.263 -2.265
H: -2.357 1.405 1.783
H: 3.090 -0.439 -1.892
H: 1.964 0.570 0.207
H: 1.018 0.920 -1.503
H: 2.509 -1.569 -0.832
H: -2.581 -0.003 0.646

Force components x, y, z for each atom (eV/Å):
Cl 0.664 -1.255 0.342
S -0.118 0.038 -0.236
P 0.543 1.902 0.569
N 2.063 -0.168 -0.853
C -2.712 0.957 0.073
C -0.580 -0.606 0.946
C -0.396 -0.819 0.004
H 0.856 0.048 -1.588
H 0.156 -0.331 -0.150
H 0.269 0.111 -0.046
H -0.399 -0.555 -0.069
H 0.676 0.742 -0.728
H -0.987 0.234 -1.625
H 0.290 0.647 0.922
H 0.051 -0.869 0.598
H -0.376 -0.077 1.842


Formula: C3H9FN
Source: the Open Molecules 2025 dataset
Level of theory: ωB97M-V with the def2-TZVPD basis set

F_max: 5.7 eV/Å
Orbital gap: 10.561 eV
Energy relative to the best compared isomer or geometry (same formula, charge and spin): 33.92 kcal per mole
Charge: +1

Atoms and positions in Å:
F: 2.309 0.151 0.683
N: 0.029 -1.582 -0.531
C: -0.020 -0.083 -0.583
C: 1.853 0.702 -0.433
C: -0.778 0.603 0.480
H: 2.389 0.559 -1.444
H: 0.170 -1.972 -1.439
H: -0.112 0.713 1.423
H: 1.559 1.674 -0.346
H: -1.666 -0.053 0.805
H: -0.202 0.327 -1.628
H: -0.775 -1.890 0.107
H: -1.143 1.554 0.098
H: 0.903 -2.006 -0.103

Force components x, y, z for each atom (eV/Å):
F 0.865 -0.245 0.146
N 0.861 0.084 2.681
C 4.362 2.678 -2.403
C -3.025 -3.652 -2.743
C -0.334 -1.495 2.435
H -0.350 -0.446 1.984
H -1.279 -0.569 -1.171
H -1.252 0.102 -1.426
H -0.570 2.683 0.689
H 0.907 1.146 -0.394
H -0.307 -1.306 1.283
H 1.015 -0.186 -1.758
H 0.017 0.012 0.337
H -0.910 1.193 0.340


Formula: C3H9FN2
Source: the Open Molecules 2025 dataset
Level of theory: ωB97M-V with the def2-TZVPD basis set

F_max: 2.8 eV/Å
Orbital gap: 10.224 eV
Energy relative to the best compared isomer or geometry (same formula, charge and spin): 14.29 kcal per mole

Atoms and positions in Å:
F: 0.399 -1.652 -0.250
N: -2.363 -0.669 0.470
N: 2.072 0.502 -1.232
C: -0.049 -0.299 -0.290
C: -1.112 -0.002 0.683
C: 1.129 0.652 -0.148
H: 2.568 -0.387 -1.236
H: -0.402 -0.182 -1.321
H: -1.049 1.083 0.667
H: -3.053 -0.350 1.222
H: -0.641 -0.327 1.638
H: 0.643 1.589 -0.334
H: -2.257 -1.746 0.462
H: 1.374 0.492 0.957
H: 2.740 1.295 -1.288

Force components x, y, z for each atom (eV/Å):
F -0.187 0.481 0.479
N -1.714 -0.906 0.722
N 1.012 0.389 0.168
C 0.668 -0.619 -2.636
C 1.681 -1.112 1.601
C -0.818 -1.249 0.919
H -0.094 0.361 0.149
H -0.237 -0.093 0.029
H -1.319 0.243 0.252
H 1.283 -1.091 -1.493
H -0.261 0.429 0.080
H 0.071 0.894 0.473
H -0.205 2.617 0.315
H 0.776 0.709 -1.245
H -0.656 -1.052 0.189


Formula: C3H9IN2
Source: the Open Molecules 2025 dataset
Level of theory: ωB97M-V with the def2-TZVPD basis set

F_max: 3.4 eV/Å
Orbital gap: 9.456 eV
Energy relative to the best compared isomer or geometry (same formula, charge and spin): 21.31 kcal per mole

Atoms and positions in Å:
I: -3.023 0.058 0.087
N: -0.301 1.628 -0.580
N: -0.345 2.253 0.662
C: 0.019 -1.967 0.000
C: 0.102 -0.485 0.275
C: -0.809 0.326 -0.717
H: 1.114 -0.037 -0.060
H: -1.294 2.493 1.004
H: -0.140 -2.104 -1.117
H: -0.062 -0.337 1.317
H: -0.946 0.076 -1.796
H: -0.440 2.247 -1.342
H: 0.258 1.749 1.297
H: -0.754 -2.324 0.641
H: 0.993 -2.414 0.344

Force components x, y, z for each atom (eV/Å):
I 0.675 0.145 -0.380
N -1.173 -0.139 -0.266
N 0.161 0.777 -0.170
C 1.678 0.138 -0.776
C 1.028 -0.012 -3.287
C 0.440 0.905 1.769
H -1.224 -1.015 0.935
H 0.783 -0.818 -0.219
H 0.109 -0.433 1.559
H -0.354 0.683 0.574
H 0.490 -0.326 1.127
H -0.384 0.641 -0.400
H -0.445 0.281 0.245
H -0.793 -0.876 -0.143
H -0.991 0.048 -0.569


Formula: C3H9IN2
Source: the Open Molecules 2025 dataset
Level of theory: ωB97M-V with the def2-TZVPD basis set

F_max: 4.7 eV/Å
Orbital gap (spin up / spin down): 6.114 / 7.722 eV
Energy relative to the best compared isomer or geometry (same formula, charge and spin): 26.89 kcal per mole
Spin multiplicity: 3

Atoms and positions in Å:
I: 2.119 0.363 2.225
N: -0.292 2.286 -0.577
N: 0.748 1.381 -0.484
C: -0.719 -1.454 -0.718
C: 0.431 0.144 1.068
C: 0.283 -1.192 0.375
H: -1.667 -1.230 -0.305
H: 0.831 0.722 -1.192
H: -1.240 1.906 -0.600
H: -0.459 0.672 1.443
H: -0.310 2.783 0.429
H: 0.191 -1.940 1.045
H: -0.496 -0.727 -1.544
H: -0.674 -2.449 -1.081
H: 1.254 -1.265 -0.086

Force components x, y, z for each atom (eV/Å):
I -0.015 -0.058 0.281
N 1.007 0.262 3.455
N -0.288 4.565 -1.084
C 0.607 2.639 -0.497
C -1.970 -2.178 3.442
C 1.617 2.440 -1.897
H -1.427 0.038 -0.017
H -0.646 -0.958 -2.315
H 0.068 -0.392 -0.937
H 0.578 -0.271 -0.034
H 0.277 -1.123 -2.813
H -0.047 -2.485 2.570
H -0.626 -0.850 0.335
H 0.075 -0.869 -0.274
H 0.789 -0.760 -0.216


Formula: C3H9INOP
Source: the Open Molecules 2025 dataset
Level of theory: ωB97M-V with the def2-TZVPD basis set

F_max: 4.4 eV/Å
Orbital gap (spin up / spin down): 7.766 / 7.817 eV
Energy relative to the best compared isomer or geometry (same formula, charge and spin): 135.81 kcal per mole

Atoms and positions in Å:
I: -1.210 -2.373 -2.364
P: 0.280 -0.504 -1.558
O: -0.582 1.634 -2.356
N: 0.265 -0.575 0.080
C: -1.017 -0.633 0.814
C: -1.804 0.694 0.813
C: 2.100 -0.606 -1.825
H: -2.165 1.088 -0.153
H: 2.377 0.119 -2.566
H: -1.248 1.379 1.274
H: -1.604 -1.521 0.391
H: 2.455 -0.334 -0.813
H: -0.591 -0.908 1.856
H: 1.045 -1.129 0.438
H: 2.449 -1.704 -2.041
H: -2.659 0.648 1.491

Force components x, y, z for each atom (eV/Å):
I 0.798 0.438 0.031
P -1.491 3.739 -1.653
O 1.401 -3.599 1.292
N -0.121 -0.008 -0.359
C 0.544 -1.360 1.005
C -2.050 -2.642 -1.211
C -0.240 -2.702 0.629
H 0.511 -0.537 0.240
H 0.257 0.109 -0.364
H 2.647 3.044 1.415
H 0.512 1.187 0.821
H 0.207 0.093 -0.720
H -1.534 0.474 -1.318
H -0.598 0.175 0.257
H -0.607 2.195 0.130
H -0.239 -0.606 -0.195


Formula: C3H9N
Source: the Open Molecules 2025 dataset
Level of theory: ωB97M-V with the def2-TZVPD basis set

F_max: 4.4 eV/Å
Orbital gap: 11.015 eV
Energy relative to the best compared isomer or geometry (same formula, charge and spin): 47.88 kcal per mole

Atoms and positions in Å:
N: -1.492 -1.072 -0.950
C: -1.371 0.444 -1.017
C: 2.566 0.443 0.588
C: -1.810 -1.365 0.266
H: 3.367 0.598 1.309
H: 1.720 1.226 0.831
H: -1.719 -2.443 0.685
H: -0.469 0.785 -0.633
H: 2.195 -0.509 0.802
H: -1.418 0.741 -2.041
H: -2.265 0.982 -0.540
H: 2.952 0.839 -0.382
H: -2.257 -0.669 1.082

Force components x, y, z for each atom (eV/Å):
N 0.234 1.603 3.285
C -3.599 -0.756 -0.919
C -0.552 4.356 0.435
C -0.420 -1.500 0.473
H -0.002 0.259 0.107
H 1.534 -1.532 -0.130
H -0.332 1.570 -1.201
H 1.664 0.360 0.964
H -0.576 -1.662 -0.814
H 0.101 0.128 -0.834
H 1.309 -0.843 -0.249
H -0.421 -1.420 0.399
H 1.061 -0.565 -1.516